# 1
Density functional theory data (ωB97M-V/def2-TZVPD) for C2H4N2 in the gas phase.

Structure (ORCA input):
```
! RIJCOSX wB97M-V def2-TZVPD def2/J DEFGRID3
* xyz 0 1
C -0.5038 0.4098 0.0923
C 0.8476 -0.1255 -0.1018
N -1.6127 -0.5215 -0.2019
N -1.4281 -0.3287 0.9750
H -0.8308 1.4537 -0.1104
H 0.7078 -1.1460 -0.1303
H 1.5803 0.1835 0.5636
H 1.2398 0.0748 -1.0864
*
```

As for the SMILES: CC1N=N1. Its energy relative to the best compared isomer or geometry (same formula, charge and spin) is 2.373 eV. The value obtained for the gap between HOMO and LUMO is 10.693 eV.

# 2
Density functional theory data (ωB97M-V/def2-TZVPD) for a molecular structure, C5H11KO2.

Structure (ORCA input):
```
! RIJCOSX wB97M-V def2-TZVPD def2/J DEFGRID3
* xyz 0 1
C -0.9519 1.8670 -3.2952
C -1.3791 0.8914 -2.4290
O -1.3253 0.6606 0.2411
C -0.1258 0.9429 0.8647
C 0.4115 -0.1362 1.7903
O 0.6464 -1.3126 1.0267
C 1.2605 -2.3558 1.7463
K -1.0725 -1.4581 -0.7959
H -0.0624 1.5220 -3.8374
H -0.5508 2.6730 -2.6687
H -2.4731 1.1022 -2.4535
H -0.2589 0.6859 -2.3716
H -0.1576 1.8817 1.4623
H 0.6643 1.0900 0.0890
H -0.2866 -0.3500 2.6198
H 1.3631 0.2016 2.2406
H 1.6780 -3.0693 1.0252
H 2.0914 -1.9640 2.3557
H 0.5289 -2.8721 2.3896
*
```

The value obtained for the gap between HOMO and LUMO (alpha / beta) is 6.718 / 6.832 eV.

# 3
Density functional theory data (ωB97M-V/def2-TZVPD) for a gas-phase ion, ClH2NO2P (charge -1).

Structure (ORCA input):
```
! RIJCOSX wB97M-V def2-TZVPD def2/J DEFGRID3
* xyz -1 1
N -0.0034 -0.5352 0.0418
O -2.1264 -1.1868 1.3253
O -2.2402 -1.0273 -1.3196
P -1.7511 -0.6531 0.0329
Cl -2.4241 1.4093 -0.0648
H 0.4426 0.1926 -0.4106
H -0.0731 -0.4236 1.0403
*
```

As for the SMILES: N[P@](=O)([O-])Cl. Its energy relative to the best compared isomer or geometry (same formula, charge and spin) is 0.239 eV. The value obtained for the gap between HOMO and LUMO is 9.301 eV.

Number 1: energy -188.03113 hartree, maximum force 2.54 eV/A. Number 2: energy -947.25353 hartree, maximum force 3.55 eV/A. Number 3: energy -1008.16797 hartree, maximum force 4.41 eV/A.